48
Properties=species:S:1:pos:R:3:forces:R:3 method="wB97M-V/def2-TZVPD" relative_energy_kj_mol=18.58 charge=-1 homo_ev="-2.65 / -5.43" s2=8.925 mol_weight_g_mol=471.353 spin_multiplicity=6
Mn -0.242 0.195 0.029 -0.044 0.169 -0.055
O -2.877 2.509 0.278 0.096 -0.039 0.010
S -1.430 2.503 0.479 -0.138 0.062 0.030
O -0.861 3.772 0.850 0.014 -0.030 -0.006
O -0.775 1.942 -0.796 0.033 -0.123 0.153
O -1.066 1.403 1.479 0.051 -0.053 -0.093
O -3.115 -0.032 -0.846 0.053 0.045 -0.006
N -2.009 -0.824 -0.480 -0.046 -0.095 -0.063
C -2.405 -2.080 -0.444 0.008 0.001 0.034
C -1.657 -3.253 -0.210 -0.008 0.025 -0.014
C -2.399 -4.473 -0.218 0.004 0.013 0.003
C -1.826 -5.692 -0.018 0.032 -0.018 0.006
C -0.426 -5.790 0.214 -0.040 -0.002 -0.009
C 0.319 -4.644 0.237 -0.025 0.041 0.001
C -0.244 -3.362 0.034 0.016 -0.025 0.078
P 0.830 -1.956 0.051 0.071 0.050 0.037
C 1.891 -2.121 -1.434 -0.110 -0.068 -0.077
C 3.145 -1.524 -1.550 0.061 -0.020 0.018
C 3.859 -1.615 -2.736 -0.002 0.011 0.049
C 3.325 -2.295 -3.822 -0.026 -0.020 -0.033
C 2.076 -2.890 -3.717 0.042 0.021 -0.020
C 1.364 -2.805 -2.530 0.005 0.007 0.060
C 1.973 -2.158 1.463 -0.003 -0.084 0.013
C 3.103 -2.972 1.424 0.001 0.081 -0.045
C 3.886 -3.142 2.557 0.002 0.005 0.009
C 3.548 -2.500 3.739 0.012 -0.018 0.011
C 2.429 -1.680 3.785 -0.015 -0.004 -0.012
C 1.648 -1.509 2.653 -0.039 -0.004 -0.041
H -3.001 0.859 -0.441 0.008 0.008 0.004
H -3.466 -2.219 -0.625 -0.006 0.002 0.006
H -3.467 -4.407 -0.393 0.003 0.003 0.000
H -2.438 -6.586 -0.036 -0.002 0.003 -0.003
H 0.042 -6.753 0.373 0.002 0.003 0.003
H 1.384 -4.725 0.415 0.035 0.011 0.014
H 3.570 -0.991 -0.710 0.013 0.007 -0.013
H 4.833 -1.149 -2.813 -0.001 0.002 0.009
H 3.882 -2.360 -4.748 0.002 -0.002 0.002
H 1.655 -3.421 -4.561 -0.010 -0.003 0.007
H 0.393 -3.276 -2.439 0.006 0.005 -0.026
H 3.387 -3.456 0.498 -0.009 -0.038 -0.014
H 4.763 -3.776 2.515 -0.002 0.000 -0.008
H 4.160 -2.633 4.622 0.001 0.005 -0.003
H 2.168 -1.166 4.701 -0.007 0.007 -0.007
H 0.783 -0.855 2.689 -0.004 0.010 0.014
C 1.676 0.897 0.147 -0.032 0.081 -0.072
H 1.936 1.144 -0.885 0.023 0.003 0.001
H 2.456 0.295 0.604 -0.015 -0.031 0.061
H 1.525 1.815 0.715 -0.010 -0.003 -0.015

43
Properties=species:S:1:pos:R:3:forces:R:3 method="wB97M-V/def2-TZVPD" relative_energy_kj_mol=1961.77 charge=0 homo_ev=-7.65 mol_weight_g_mol=317.392 spin_multiplicity=1
N 2.950 2.101 3.144 -6.375 -0.032 -6.451
C 2.086 2.080 2.237 6.445 -0.448 5.242
C 1.180 1.941 1.085 13.667 -0.795 8.237
C 1.441 1.510 -0.084 2.727 -1.026 -2.521
N 2.509 1.248 -0.691 9.558 -4.068 -5.373
C 3.862 0.768 0.046 0.007 4.695 -2.839
H 4.081 1.466 0.887 0.185 -0.241 -1.113
C 3.751 -0.536 0.511 0.928 -6.022 3.129
C 2.866 -1.464 -0.301 -0.180 -3.343 4.291
C 2.902 -1.182 -1.682 3.810 1.455 -5.399
H 4.080 -1.357 -2.185 -2.917 0.535 1.710
C 2.497 0.286 -2.089 -8.416 -2.466 10.730
H 1.272 0.356 -2.083 3.182 -0.733 -1.337
H 2.922 0.613 -2.859 3.601 3.432 -5.929
H 2.365 -1.792 -2.369 -0.796 -0.862 -0.165
H 1.884 -1.488 0.169 -0.714 1.018 -0.564
H 3.046 -2.573 0.101 0.487 1.907 -1.658
H 4.806 -1.089 0.709 -2.050 1.614 -0.697
H 3.284 -0.580 1.484 0.074 0.252 0.681
H 4.678 0.698 -0.774 -1.430 1.239 1.107
O 0.342 1.658 -0.775 2.051 -2.624 -4.633
C -0.387 1.969 0.166 -15.579 2.193 -3.100
N 0.038 2.283 1.227 -8.750 3.847 7.224
C -1.868 2.133 -0.169 0.212 3.985 -0.366
C -2.593 1.078 -0.818 2.358 -2.370 17.245
C -2.963 0.641 -1.884 -0.198 0.254 1.279
C -3.443 -0.501 -2.065 -3.947 -9.943 -10.843
C -3.634 -1.603 -1.441 2.316 1.638 9.229
C -3.200 -1.364 0.156 -1.833 2.563 -3.901
C -3.516 -2.344 1.124 -2.206 -4.749 -12.155
C -3.184 -2.062 2.242 3.588 6.518 12.191
C -2.650 -0.680 2.704 -4.180 -10.315 -2.670
C -2.473 0.132 1.784 4.419 10.885 3.461
C -2.762 0.042 0.552 -3.203 -5.413 -12.358
H -2.015 1.156 2.182 -0.852 -1.739 -1.015
H -2.412 -0.761 3.614 1.947 0.683 6.992
H -3.390 -2.677 3.027 -0.219 -1.914 2.272
H -3.842 -3.485 0.861 0.476 3.027 0.261
H -3.988 -2.543 -1.586 -0.874 -2.274 -1.343
H -3.502 -0.882 -3.330 -0.344 1.779 3.049
H -2.783 1.288 -2.481 1.650 7.199 -9.113
H -1.839 2.743 -1.027 0.396 2.520 -0.989
H -2.396 2.775 0.681 0.982 -1.859 -1.801

48
Properties=species:S:1:pos:R:3:forces:R:3 method="wB97M-V/def2-TZVPD" relative_energy_kj_mol=202.08 charge=0 homo_ev=-8.71 mol_weight_g_mol=413.455 smiles="COc1ccccc1OCC(=O)Nc1c2c(nn1-c1ccccc1)CS(=O)(=O)C2" spin_multiplicity=1
C -3.067 -3.560 1.920 -0.096 -0.099 0.449
H -4.062 -3.808 2.289 0.073 -0.002 0.002
H -2.396 -4.403 2.098 -0.030 0.041 -0.004
H -2.692 -2.683 2.452 -0.045 -0.093 -0.033
O -3.237 -3.309 0.543 0.115 0.159 -0.309
C -2.170 -3.178 -0.293 -0.009 -0.038 -0.087
C -2.491 -3.258 -1.646 0.115 -0.029 0.219
C -1.535 -3.113 -2.629 0.033 -0.049 0.016
C -0.219 -2.895 -2.270 0.034 0.007 -0.049
C 0.124 -2.811 -0.933 0.047 -0.040 0.114
C -0.832 -2.942 0.067 -0.080 -0.074 0.061
O -0.533 -2.805 1.415 -0.287 0.052 -0.226
C 0.810 -2.624 1.796 0.332 -0.116 0.074
C 1.405 -1.283 1.349 -0.359 -0.215 0.096
O 2.591 -1.091 1.248 0.212 0.000 -0.020
N 0.434 -0.359 1.106 -0.511 0.133 0.121
C 0.621 0.840 0.440 0.527 0.342 -0.260
C 1.705 1.685 0.333 -0.784 -0.251 -0.209
C 1.287 2.673 -0.592 -0.682 -1.177 0.343
N 0.062 2.446 -1.020 -0.090 0.837 -0.517
N -0.346 1.331 -0.395 0.782 -0.110 0.502
C -1.613 0.773 -0.647 -0.544 -0.215 -0.199
C -2.022 0.586 -1.962 0.119 0.035 0.099
C -3.256 0.019 -2.219 -0.018 0.079 0.048
C -4.080 -0.364 -1.174 -0.071 0.057 0.046
C -3.680 -0.160 0.135 -0.057 -0.046 -0.024
C -2.450 0.414 0.405 0.121 0.131 -0.082
H -2.162 0.624 1.426 0.045 0.051 0.090
H -4.330 -0.440 0.949 -0.051 -0.030 0.077
H -5.039 -0.814 -1.377 -0.104 -0.059 -0.025
H -3.573 -0.127 -3.240 -0.020 -0.025 -0.108
H -1.368 0.895 -2.761 0.084 0.010 -0.082
C 2.207 3.787 -0.858 0.438 -0.043 0.370
H 2.813 3.653 -1.750 0.067 0.010 -0.066
H 1.730 4.761 -0.855 0.104 0.137 0.134
S 3.345 3.627 0.595 0.281 0.211 0.024
O 2.840 4.429 1.674 -0.442 -0.078 0.108
O 4.707 3.844 0.194 0.040 -0.271 -0.281
C 3.025 1.846 0.962 0.206 0.516 -0.212
H 3.814 1.264 0.493 0.084 -0.007 0.008
H 3.028 1.690 2.036 0.122 0.172 0.093
H -0.524 -0.690 1.147 0.252 -0.068 0.044
H 1.456 -3.434 1.437 -0.045 0.167 -0.015
H 0.801 -2.652 2.890 0.077 0.013 -0.147
H 1.155 -2.630 -0.674 0.114 -0.011 0.025
H 0.547 -2.784 -3.021 0.083 0.015 -0.075
H -1.817 -3.177 -3.668 -0.039 -0.008 -0.119
H -3.525 -3.438 -1.894 -0.146 -0.023 -0.014

49
Properties=species:S:1:pos:R:3:forces:R:3 method="wB97M-V/def2-TZVPD" relative_energy_kj_mol=0.00 charge=0 homo_ev="-6.18 / -7.30" s2=3.770 mol_weight_g_mol=460.415 spin_multiplicity=4
V -0.899 -0.641 -0.503 -0.482 -0.336 -0.212
N -2.995 3.103 -1.059 -0.016 -0.009 -0.025
C -2.600 1.790 -1.136 0.029 0.115 -0.078
S -2.599 0.882 0.352 0.054 0.144 0.105
N -2.249 1.369 -2.315 -0.055 0.038 -0.044
N -1.776 0.065 -2.300 0.233 -0.301 0.297
C -1.897 -0.597 -3.391 -0.015 0.058 0.016
C -1.505 -1.978 -3.570 0.032 -0.086 0.001
C -1.596 -2.492 -4.874 0.004 -0.002 0.026
C -1.274 -3.795 -5.173 -0.013 0.011 -0.040
C -0.857 -4.634 -4.138 0.009 -0.009 0.044
C -0.769 -4.166 -2.847 -0.032 0.025 0.004
C -1.085 -2.831 -2.513 0.025 -0.138 -0.160
O -0.979 -2.458 -1.262 0.146 0.233 0.084
H -3.549 3.355 -0.260 0.000 -0.018 0.006
H -3.248 3.526 -1.938 -0.024 0.008 0.006
H -2.348 -0.091 -4.245 0.001 0.035 0.026
H -1.932 -1.826 -5.662 -0.001 0.006 -0.001
H -1.349 -4.163 -6.187 -0.001 0.002 -0.003
H -0.602 -5.665 -4.349 0.000 -0.002 0.000
H -0.452 -4.812 -2.038 0.002 0.002 0.003
O 1.425 0.369 5.953 0.025 0.027 0.027
C 0.804 -0.862 5.644 0.007 -0.027 0.008
C 0.507 -0.921 4.173 0.003 0.018 -0.020
C -0.216 -1.991 3.652 -0.003 -0.018 -0.008
C -0.493 -2.020 2.303 -0.027 -0.030 0.011
N -0.083 -1.065 1.466 -0.056 0.099 -0.256
C 0.645 -0.050 1.951 0.107 0.181 0.017
C 0.942 0.064 3.304 -0.012 -0.107 -0.023
C 1.102 0.941 0.948 0.144 -0.035 0.198
C 2.022 1.936 1.237 -0.025 0.043 -0.028
C 2.416 2.822 0.243 -0.015 -0.033 0.020
C 3.383 3.934 0.556 -0.010 0.012 0.005
O 2.906 4.781 1.590 -0.008 -0.009 0.036
C 1.865 2.669 -1.021 -0.023 -0.056 -0.036
C 0.961 1.647 -1.245 0.009 0.062 -0.082
N 0.589 0.795 -0.288 -0.041 0.077 0.093
H 1.613 0.399 6.895 -0.010 -0.011 -0.028
H -0.133 -0.986 6.199 0.000 0.008 -0.006
H 1.456 -1.707 5.900 -0.017 0.003 0.007
H -0.575 -2.786 4.294 -0.003 -0.009 -0.007
H -1.069 -2.819 1.852 -0.005 -0.011 0.027
H 1.488 0.910 3.689 0.014 -0.011 0.018
H 2.432 2.038 2.232 0.007 0.004 0.007
H 3.605 4.500 -0.354 -0.012 0.000 0.005
H 4.321 3.521 0.930 0.006 0.001 -0.024
H 2.032 5.104 1.345 0.022 0.004 -0.010
H 2.129 3.337 -1.831 -0.002 0.007 0.000
H 0.489 1.503 -2.209 0.030 0.034 -0.003

51
Properties=species:S:1:pos:R:3:forces:R:3 method="wB97M-V/def2-TZVPD" relative_energy_kj_mol=267.74 charge=0 homo_ev=-6.68 mol_weight_g_mol=457.468 spin_multiplicity=1
C -3.238 -2.918 1.150 0.660 0.761 0.322
O -2.683 -1.681 1.657 -2.048 -1.041 0.078
C -1.553 -1.033 1.194 -1.299 1.182 -0.818
C -0.464 -1.315 2.151 0.816 -1.177 0.328
C 0.673 -2.029 1.705 -0.312 0.794 0.663
C 1.741 -2.238 2.598 -0.206 -0.302 0.045
C 1.549 -2.116 3.970 -0.198 0.027 -0.298
C 0.300 -1.706 4.448 -0.535 0.473 -0.023
C -0.678 -1.236 3.565 0.489 -0.086 -0.869
C -1.914 0.033 0.353 0.608 -0.740 1.824
N -1.400 1.307 0.340 1.338 -0.199 -0.277
C -0.389 1.689 1.320 0.238 -0.130 -0.143
C -2.021 2.199 -0.537 -1.064 -0.122 -0.055
C -1.403 3.528 -0.889 -0.255 0.216 -0.046
C -3.206 1.701 -0.991 1.261 1.060 0.090
C -4.286 2.401 -1.725 -0.323 -0.126 -0.461
S -3.402 0.038 -0.576 -0.113 -0.615 0.528
H -4.126 -3.104 1.779 0.427 0.039 -0.332
H -3.555 -2.789 0.100 0.245 -0.303 0.335
H -2.502 -3.722 1.298 -0.286 0.015 -0.352
H 0.688 -2.400 0.666 0.136 0.397 0.804
H 2.714 -2.524 2.218 -0.238 -0.301 0.168
H 2.353 -2.401 4.652 -0.258 0.198 -0.150
H 0.079 -1.708 5.519 0.185 0.052 -0.345
H -1.647 -0.859 3.905 0.442 -0.103 0.023
H -0.197 2.767 1.231 -0.106 -0.447 0.167
H -0.682 1.415 2.340 -0.306 0.132 -0.217
H 0.563 1.183 1.100 -0.817 0.197 0.685
H -1.939 3.913 -1.774 0.334 -0.046 0.434
H -1.490 4.289 -0.087 0.062 -0.421 -0.339
H -0.332 3.439 -1.159 -0.575 -0.062 0.187
H -3.938 3.333 -2.175 -0.035 -0.116 0.022
H -4.672 1.749 -2.516 -0.043 0.233 -0.072
H -5.136 2.640 -1.071 0.234 -0.047 -0.034
O 3.578 1.941 -4.796 -0.579 -1.850 1.143
N 3.557 0.760 -4.439 1.791 -0.724 -2.541
O 4.219 -0.142 -5.030 -1.551 1.817 1.377
C 2.792 0.320 -3.276 -0.521 -0.920 1.240
C 2.866 -1.009 -2.853 0.460 1.983 -1.687
C 2.472 -1.406 -1.566 -2.233 2.157 1.850
N 3.064 -2.629 -1.046 1.606 -3.184 -0.037
O 3.726 -3.315 -1.875 -1.603 1.716 1.702
O 2.969 -2.958 0.149 -0.192 1.225 -2.467
C 1.704 -0.537 -0.746 2.311 -1.239 -0.205
C 1.655 0.827 -1.133 1.891 2.638 0.672
N 1.778 1.878 -0.248 -0.425 0.192 -2.892
O 2.172 2.980 -1.032 0.338 -3.070 0.087
N 2.568 2.590 -2.284 -1.624 -1.211 0.526
C 2.213 1.281 -2.366 1.597 1.560 -0.270
H 3.343 -1.700 -3.522 0.262 -0.188 0.038
H 1.517 -0.726 0.308 0.012 -0.297 -0.410